The molecule C2H5OP in a non-equilibrium geometry, computed with wB97M-V/def2-TZVPD.

The geometry in XYZ format:
```
9
Properties=species:S:1:pos:R:3:forces:R:3
C 1.295269 -0.005799 0.161309 1.311 -1.448 -2.684
C -0.197935 -0.255917 -0.864863 3.522 0.480 0.753
O 2.515324 0.048903 0.095954 -3.532 0.301 -0.743
P -1.467266 0.528724 0.122217 -2.527 -0.285 0.050
H -0.390671 -1.292801 -0.671136 0.310 -0.892 -0.235
H 0.740463 -0.141432 1.033388 -0.260 0.179 2.598
H -0.151207 -0.074627 -1.950476 -0.112 0.213 0.646
H -0.753914 1.495876 0.742688 0.778 1.064 0.669
H -1.590064 -0.302926 1.330918 0.511 0.388 -1.053
```
Positions in Å, forces in eV/Å.

Calculated values
Kohn-Sham gap   0.3654 Ha
Energy   -495.696709 Ha
ΔE to the lowest compared entry with this formula, charge and spin   220.06 kJ/mol
E_LUMO   0.6 eV

A 2-piece molecular cluster, C2H5OP overall in a non-equilibrium geometry, computed with wB97M-V/def2-TZVPD.

The geometry in XYZ format:
```
9
Properties=species:S:1:pos:R:3:forces:R:3
C 0.643807 -1.448701 -0.078182 1.941 3.639 -2.486
C -0.191673 -1.123356 -1.072971 0.533 -1.486 2.311
O -1.619158 2.462614 0.769802 -0.526 0.319 -0.935
P -0.466109 2.314232 1.655083 -0.480 -1.049 2.004
H 0.661096 2.832276 1.038531 1.001 0.684 -1.097
H 1.581387 -0.811729 -0.046669 -1.023 -0.807 0.366
H 0.607494 -2.201882 0.631745 -0.574 -1.511 0.906
H -0.173959 -0.311866 -1.729101 0.774 1.204 -0.773
H -1.042885 -1.711589 -1.168237 -1.646 -0.994 -0.297
```
Positions in Å, forces in eV/Å.

Calculated values
Kohn-Sham gap   0.3213 Ha
Energy   -495.711069 Ha
ΔE to the lowest compared entry with this formula, charge and spin   182.36 kJ/mol
E_LUMO   -0.9 eV

A 2-piece molecular cluster, C2H5PS overall in a non-equilibrium geometry, computed with wB97M-V/def2-TZVPD.

The geometry in XYZ format:
```
9
Properties=species:S:1:pos:R:3:forces:R:3
C -1.144991 0.626922 0.501165 3.506 -4.300 0.060
C -0.365932 0.445099 -0.740209 2.634 -0.325 -0.962
P 2.003603 -0.579042 -0.160812 -1.633 2.652 -0.065
S -1.718826 -0.710473 -0.681522 0.527 1.212 0.292
H -0.584451 0.156184 1.378194 -1.208 0.898 -1.052
H -1.740816 1.407583 0.708019 -2.115 2.678 0.392
H -0.074856 1.173234 -1.611507 -1.005 -1.512 1.947
H 1.934160 -1.875985 -0.662618 -0.640 -0.632 0.434
H 1.692111 -0.643521 1.269292 -0.067 -0.671 -1.046
```
Positions in Å, forces in eV/Å.

Calculated values
Kohn-Sham gap   0.2790 Ha
Energy   -818.592123 Ha
ΔE to the lowest compared entry with this formula, charge and spin   277.67 kJ/mol
E_LUMO   -0.4 eV

A 2-piece molecular cluster, C2H5S overall, computed with wB97M-V/def2-TZVPD.

The geometry in XYZ format:
```
8
Properties=species:S:1:pos:R:3:forces:R:3
S -1.737622 0.943090 0.256085 0.113 0.070 -0.082
H -2.855718 0.377250 0.722454 -0.138 -0.066 0.044
C 1.608513 -0.373887 -0.546848 0.169 -0.125 0.082
C 2.180253 -1.495881 -0.123944 -0.253 0.066 -0.767
H 2.145304 0.562910 -0.639367 0.127 -0.026 0.061
H 0.557679 -0.337012 -0.799058 -0.158 0.059 0.154
H 1.575189 -2.397580 -0.121076 0.167 -0.047 0.271
H 3.243221 -1.591407 0.062512 -0.026 0.068 0.238
```
Positions in Å, forces in eV/Å.

Calculated values
Total charge   -1
Kohn-Sham gap   0.2395 Ha
Energy   -477.382292 Ha
ΔE to the lowest compared entry with this formula, charge and spin   65.81 kJ/mol
E_LUMO   4.1 eV

A 30-piece molecular cluster, C2H66NO30P overall in a non-equilibrium geometry, computed with wB97M-V/def2-TZVPD.

The geometry in XYZ format:
```
100
Properties=species:S:1:pos:R:3:forces:R:3
N -2.704024 2.167874 0.709829 -0.125 -0.237 0.001
C -2.093403 2.296253 2.002693 0.499 0.282 0.080
C -1.054571 1.225054 2.354185 -1.314 0.163 -0.331
P -1.594831 -0.538414 2.428665 1.559 -1.169 0.682
O -1.324788 -1.190324 0.893027 -1.143 0.924 0.449
H -3.564389 2.640805 0.513525 -0.022 -0.042 0.069
H -2.358362 1.508018 0.044955 0.034 0.016 -0.048
H -2.847376 2.296622 2.799123 -0.052 -0.083 -0.101
H -1.539245 3.239676 2.058774 -0.267 0.081 0.206
H -0.180546 1.289694 1.705459 0.067 -0.142 0.020
H -0.693307 1.474352 3.351150 0.171 -0.233 0.044
H -3.003772 -0.520366 2.628705 0.022 0.486 -0.605
H -1.839946 -0.666519 0.258782 0.385 -0.278 -0.386
O -0.920101 -4.074943 -0.291183 -0.156 0.002 0.230
H -1.371020 -3.425803 0.262960 0.214 0.153 0.188
H -0.079780 -3.634736 -0.505552 -0.063 -0.054 -0.344
O -0.706870 5.127767 1.304266 0.262 0.233 -0.087
H -0.235291 4.921643 0.483172 -0.163 -0.030 0.214
H -1.139250 5.973206 1.148362 -0.025 -0.079 -0.074
O 1.770072 1.623590 3.840418 0.136 0.226 0.138
H 2.039683 1.950082 4.704905 -0.012 -0.030 -0.027
H 2.518349 1.109683 3.518169 -0.189 -0.185 -0.070
O -4.066139 -4.533672 -0.743952 -0.107 -0.060 -0.096
H -3.941959 -4.599414 -1.697972 0.190 -0.164 0.056
H -3.193475 -4.265707 -0.430480 0.079 -0.041 -0.092
O 1.448995 -2.956311 -1.508372 -0.133 0.120 0.150
H 1.995072 -3.572099 -2.006278 0.092 0.087 0.023
H 1.430347 -2.168420 -2.070450 -0.009 -0.010 -0.049
O 1.581776 4.834015 -0.608816 0.119 0.093 -0.060
H 1.954638 5.225920 0.188512 -0.045 -0.040 -0.014
H 2.236528 4.183701 -0.909642 -0.267 -0.209 0.053
O 3.439286 -1.939660 -3.220022 0.495 -0.229 0.241
H 3.615074 -1.943545 -4.168377 -0.161 0.321 -0.157
H 4.264142 -1.620687 -2.834247 0.045 -0.155 -0.089
O 4.077893 -1.055589 -5.895272 0.517 -0.032 -0.073
H 4.679892 -1.565900 -6.449301 -0.198 -0.040 -0.153
H 3.967980 -0.220133 -6.370688 -0.235 0.038 -0.010
O -1.498813 -2.319633 5.361864 -0.142 -0.225 0.194
H -2.404740 -2.641718 5.294632 -0.044 0.019 0.115
H -1.000858 -2.875114 4.751715 -0.002 0.170 -0.118
O 1.858874 -0.726091 2.078530 0.283 -0.049 -0.380
H 0.938262 -1.018069 2.035313 -0.092 0.071 0.133
H 2.318132 -1.331107 1.480174 -0.012 -0.214 0.123
O -1.686428 -4.706450 2.609982 -0.090 -0.028 0.116
H -2.583414 -5.052985 2.553780 0.042 -0.044 0.035
H -1.178918 -5.251023 1.996484 -0.002 0.174 -0.132
O -4.249456 -2.888961 6.708545 -0.101 0.005 -0.091
H -5.034947 -2.335023 6.770117 0.077 0.061 -0.003
H -4.422963 -3.616547 7.315933 0.026 0.011 -0.020
O 2.634879 1.813166 -6.655488 -0.138 0.020 -0.036
H 1.855182 1.459439 -6.209500 0.085 -0.021 0.155
H 2.299979 2.555522 -7.169369 0.088 -0.018 -0.022
O -0.979355 4.835854 -2.177811 -0.007 0.036 0.020
H -0.193932 4.965001 -1.629880 0.178 -0.054 -0.108
H -0.992999 5.598622 -2.763940 -0.013 -0.051 0.001
O 6.898270 0.159235 -4.728674 -0.204 -0.117 -0.094
H 6.078445 -0.306239 -4.943798 -0.093 0.023 0.030
H 7.545290 -0.218035 -5.333254 0.080 0.097 0.071
O -3.397402 4.041008 4.716520 0.026 -0.043 -0.004
H -2.521483 3.665100 4.853968 -0.019 0.036 -0.004
H -3.463152 4.152438 3.759788 -0.088 0.055 0.016
O 4.087332 1.808773 -4.186050 0.161 -0.091 0.017
H 5.012742 1.592333 -4.025883 0.049 0.025 0.098
H 4.061633 2.082193 -5.111871 -0.264 -0.040 0.007
O -5.136739 -2.468702 -2.402355 -0.216 -0.025 -0.071
H -5.941423 -1.945719 -2.337784 0.035 -0.003 -0.052
H -5.263187 -3.198041 -1.780221 0.125 0.238 0.198
O 3.145103 -0.376685 -8.990029 0.056 0.011 0.078
H 2.362150 -0.723366 -8.549877 0.042 -0.035 -0.018
H 2.813725 0.357970 -9.518916 -0.002 -0.079 -0.078
O -0.608734 0.865684 -1.004378 0.296 0.098 -0.452
H 0.121460 1.039823 -0.397233 -0.087 -0.010 0.080
H -0.745023 1.702976 -1.468866 -0.095 0.070 0.147
O -1.583457 -0.387623 7.702394 -0.173 0.093 -0.049
H -1.692340 -1.052833 7.009224 0.254 -0.052 -0.074
H -2.471669 -0.035155 7.835775 -0.010 -0.109 0.132
O -5.375224 3.817200 2.304826 0.007 -0.056 0.007
H -6.154624 4.381983 2.308832 0.057 0.023 -0.007
H -5.571044 3.128702 2.950233 0.057 0.018 0.006
O 3.983585 -0.257909 -0.600619 -0.199 -0.230 -0.229
H 3.409837 -0.749036 -1.205081 -0.085 -0.302 0.054
H 3.398627 -0.003274 0.122019 0.041 -0.239 0.364
O -4.102622 -5.689858 5.624184 0.008 0.004 0.022
H -3.351665 -5.556053 6.211870 0.069 -0.066 -0.107
H -4.222330 -4.831666 5.202300 -0.032 0.027 0.097
O 1.475928 0.077782 -3.238252 0.004 0.157 0.143
H 0.951130 0.641902 -2.658698 -0.170 -0.054 -0.001
H 2.305963 0.554601 -3.377983 0.092 0.001 -0.120
O 2.712703 0.098176 -11.976048 0.081 0.095 -0.009
H 3.631801 -0.141008 -11.814528 -0.059 -0.094 0.030
H 2.687645 0.370200 -12.899103 -0.030 0.014 0.040
O 3.131476 2.208547 -0.961169 -0.371 0.847 0.092
H 4.006885 2.435822 -0.629976 -0.015 -0.155 -0.088
H 3.185825 1.256636 -1.124103 0.349 0.213 -0.170
O 3.468044 -3.193535 2.196630 -0.063 -0.022 0.122
H 3.428367 -4.151449 2.280850 0.008 0.026 -0.084
H 2.936706 -2.862673 2.930914 0.032 0.060 -0.025
O -4.071386 0.674046 9.160886 0.069 0.127 -0.118
H -3.368010 0.829603 9.801444 -0.014 -0.071 -0.005
H -4.194266 1.525488 8.726131 -0.044 -0.011 0.051
```
Positions in Å, forces in eV/Å.

Calculated values
Kohn-Sham gap   0.2829 Ha
Energy   -2769.073174 Ha
E_LUMO   -0.1 eV

A 2-piece molecular cluster, C2H6Br2O overall in a non-equilibrium geometry, computed with wB97M-V/def2-TZVPD.

The geometry in XYZ format:
```
11
Properties=species:S:1:pos:R:3:forces:R:3
Br 1.537366 -2.455716 -0.715744 -0.370 0.874 -0.538
Br -0.456418 -0.642083 -2.658068 0.395 -0.354 -0.043
C 0.399146 0.149178 -0.128660 -0.111 0.088 -0.009
C 0.943555 -0.649950 -1.314493 0.431 0.507 0.836
H 0.275724 1.185079 -0.486843 -0.125 -0.353 0.312
H 1.053991 0.159476 0.758850 -0.035 -0.147 -0.526
H -0.589148 -0.240654 0.167839 0.543 0.040 -0.427
H 1.820519 -0.109474 -1.725234 -0.533 -0.817 0.054
O -1.836216 1.126110 1.781455 0.505 -0.743 0.892
H -1.315509 0.322206 1.555901 -0.671 0.953 0.495
H -1.833010 1.155830 2.764998 -0.028 -0.048 -1.046
```
Positions in Å, forces in eV/Å.

Calculated values
Kohn-Sham gap   0.3985 Ha
Energy   -5303.055529 Ha
ΔE to the lowest compared entry with this formula, charge and spin   15.68 kJ/mol
E_LUMO   0.4 eV

A 2-piece molecular cluster, C2H6Br2O overall in a non-equilibrium geometry, computed with wB97M-V/def2-TZVPD.

The geometry in XYZ format:
```
11
Properties=species:S:1:pos:R:3:forces:R:3
Br -0.639660 -0.472850 2.768279 -0.106 -0.324 -0.709
Br -2.257099 -1.774219 0.173400 1.062 0.281 0.656
C 0.000000 0.000000 0.000000 0.116 -0.198 -0.037
C -0.489530 -1.128660 0.910290 -0.303 0.064 -0.123
H -0.697540 0.854380 0.008890 0.255 -0.460 0.065
H 0.076770 -0.380770 -1.032340 -0.042 0.152 0.381
H 0.994550 0.354470 0.319110 -0.384 -0.184 -0.019
H 0.175060 -2.014029 0.975930 -0.599 0.669 -0.209
O 3.808218 -3.791688 -1.997159 -0.568 0.902 -0.636
H 3.153879 -3.131199 -1.674899 0.715 -0.707 -0.402
H 3.918319 -3.585749 -2.953049 -0.145 -0.196 1.033
```
Positions in Å, forces in eV/Å.

Calculated values
Kohn-Sham gap   0.3890 Ha
Energy   -5303.059175 Ha
ΔE to the lowest compared entry with this formula, charge and spin   6.11 kJ/mol
E_LUMO   0.2 eV

A 2-piece molecular cluster, C2H6Br2O overall in a non-equilibrium geometry, computed with wB97M-V/def2-TZVPD.

The geometry in XYZ format:
```
11
Properties=species:S:1:pos:R:3:forces:R:3
Br 1.213460 1.337868 -0.253692 -1.050 -1.455 -0.525
Br 0.942700 -2.041020 0.813318 -0.159 -0.309 -0.223
C 0.073480 -0.140681 -1.064712 -0.291 0.273 -1.300
C 0.663800 -1.522281 -1.079452 1.457 -0.641 0.940
H -0.945709 -0.247061 -0.645942 0.737 0.817 0.248
H -0.027930 0.171899 -2.121811 -0.011 0.083 0.587
H 0.035610 -2.314181 -1.530821 0.030 0.782 0.281
H 1.687870 -1.633021 -1.484971 -0.704 0.450 -0.008
O -1.313989 2.256898 2.088897 0.228 -0.367 1.158
H -1.454549 2.720457 2.945407 0.158 -0.540 -0.903
H -0.874739 1.411118 2.333777 -0.394 0.906 -0.255
```
Positions in Å, forces in eV/Å.

Calculated values
Kohn-Sham gap   0.3879 Ha
Energy   -5303.054103 Ha
ΔE to the lowest compared entry with this formula, charge and spin   19.42 kJ/mol
E_LUMO   0.5 eV

C2H6Br2Si as an isolated structure in a non-equilibrium geometry, computed with wB97M-V/def2-TZVPD.

The geometry in XYZ format:
```
11
Properties=species:S:1:pos:R:3:forces:R:3
C -1.508331 -0.474180 -0.228750 -2.412 1.185 -1.311
C 1.129661 0.720868 0.718542 -0.258 0.046 -0.783
Si 0.289258 -0.644238 -0.526119 1.520 0.777 1.214
Br 0.335139 2.536000 0.692653 0.100 -0.598 -0.121
Br 3.029423 0.839551 0.305566 0.056 -0.020 -0.122
H -1.954664 -0.624615 0.739833 0.262 0.073 0.621
H -1.912700 0.569903 -0.613610 1.255 -1.768 0.867
H -2.105332 -1.140076 -0.878682 0.469 -0.075 0.066
H 1.137811 0.467522 1.787810 -0.357 -0.241 -0.575
H 0.345197 -0.475723 -2.040903 0.598 0.084 0.912
H 1.214538 -1.775010 0.043661 -1.233 0.537 -0.769
```
Positions in Å, forces in eV/Å.

Calculated values
Kohn-Sham gap   0.3829 Ha
Energy   -5517.289174 Ha
ΔE to the lowest compared entry with this formula, charge and spin   202.25 kJ/mol
E_LUMO   0.6 eV

C2H6CaFO2 as an isolated structure in a non-equilibrium geometry, computed with wB97M-V/def2-TZVPD.

The geometry in XYZ format:
```
12
Properties=species:S:1:pos:R:3:forces:R:3
F 0.148137 -3.557003 0.121733 0.105 -1.100 0.776
Ca -0.048493 -1.969642 -0.873870 1.275 -1.641 -1.259
O -1.590022 -0.494934 -0.849577 -1.142 1.504 0.514
H -2.086184 -0.176765 -1.612501 -0.203 0.370 0.221
C 1.382608 0.732390 0.690395 0.105 0.524 0.459
O 0.394926 -0.004003 -0.025345 0.082 0.273 -0.135
C -0.891675 0.554527 -0.135774 -0.133 0.365 -0.590
H 1.030286 0.866676 1.720970 0.283 0.106 -0.193
H 2.300561 0.140014 0.673516 -0.235 0.126 0.047
H 1.550055 1.694327 0.190643 0.006 -0.164 0.223
H -1.307065 0.757358 0.860010 -0.175 -0.292 -0.306
H -0.883130 1.457051 -0.760196 0.032 -0.070 0.243
```
Positions in Å, forces in eV/Å.

Calculated values
Total charge   +1
Kohn-Sham gap   0.4155 Ha
Energy   -1007.578300 Ha
ΔE to the lowest compared entry with this formula, charge and spin   0.00 kJ/mol
E_LUMO   -4.4 eV

What did the eighth record say?
A 2-piece molecular cluster, C2H6Br2O overall in a non-equilibrium geometry, computed with wB97M-V/def2-TZVPD.

The geometry in XYZ format:
```
11
Properties=species:S:1:pos:R:3:forces:R:3
Br 1.213460 1.337868 -0.253692 -1.050 -1.455 -0.525
Br 0.942700 -2.041020 0.813318 -0.159 -0.309 -0.223
C 0.073480 -0.140681 -1.064712 -0.291 0.273 -1.300
C 0.663800 -1.522281 -1.079452 1.457 -0.641 0.940
H -0.945709 -0.247061 -0.645942 0.737 0.817 0.248
H -0.027930 0.171899 -2.121811 -0.011 0.083 0.587
H 0.035610 -2.314181 -1.530821 0.030 0.782 0.281
H 1.687870 -1.633021 -1.484971 -0.704 0.450 -0.008
O -1.313989 2.256898 2.088897 0.228 -0.367 1.158
H -1.454549 2.720457 2.945407 0.158 -0.540 -0.903
H -0.874739 1.411118 2.333777 -0.394 0.906 -0.255
```
Positions in Å, forces in eV/Å.

Calculated values
Kohn-Sham gap   0.3879 Ha
Energy   -5303.054103 Ha
ΔE to the lowest compared entry with this formula, charge and spin   19.42 kJ/mol
E_LUMO   0.5 eV